Here is a structure of composition C15H29AlBrF2MgN2O7P2 at a distorted geometry from OMol25. Energies are from ωB97M-V/def2-TZVPD.

Structure (XYZ):
```
60
C15H29AlBrF2MgN2O7P2 (ωB97M-V/def2-TZVPD)
C 3.280 2.674 -1.254
C 2.163 1.991 -1.423
P 0.566 0.925 -1.362
C 0.789 -0.546 -2.608
C 1.791 -1.689 -2.063
O 3.119 -1.638 -2.609
C 3.111 -1.823 -4.053
C 4.609 -2.190 -4.550
P 0.048 0.236 0.694
N 1.374 0.043 1.621
H 4.152 3.424 -1.384
H -0.589 1.660 -1.858
H -0.272 -0.972 -2.753
H 1.103 -0.056 -3.619
H 1.908 -1.522 -0.917
H 1.315 -2.743 -2.155
H 2.896 -0.773 -4.505
H 2.333 -2.577 -4.422
H 5.304 -1.486 -3.945
H 4.763 -1.923 -5.655
H 4.878 -3.293 -4.378
H -0.789 1.263 1.281
H -0.697 -1.008 0.668
H 2.233 0.242 1.066
F 2.272 -1.837 0.918
Al -2.567 -0.417 1.633
N -4.333 -2.943 4.525
C -5.280 -3.327 5.396
C -5.070 -3.442 6.761
C -3.809 -3.147 7.258
C -2.811 -2.750 6.380
C -3.123 -2.663 5.033
H -6.248 -3.549 4.959
H -5.872 -3.754 7.418
H -3.605 -3.227 8.320
H -1.815 -2.513 6.733
H -2.377 -2.354 4.306
O 1.036 -4.364 -4.633
H 1.554 -5.021 -4.170
C 6.590 1.862 -1.259
O 6.424 2.982 -0.568
H 5.673 1.293 -1.525
H 7.074 1.947 -2.252
H 7.201 1.067 -0.797
F 0.824 0.450 -5.019
Mg 1.327 1.622 -3.483
O -2.030 0.393 -4.994
H -2.215 -0.002 -5.855
H -1.086 0.602 -5.031
Br 1.442 0.379 3.793
C -3.940 5.253 1.086
C -4.765 4.388 1.987
O -3.969 3.215 2.118
C -2.685 3.574 1.863
O -1.731 2.859 2.051
O -2.610 4.835 1.373
H -4.068 6.316 1.296
H -4.146 5.073 0.027
H -4.909 4.830 2.977
H -5.741 4.151 1.560
```

Net charge: +1
Orbital gap in Ha: 0.0674
HOMO in eV: -9.0
F_max in eV/A: 4.46

Here are the Löwdin charges for atoms 1 to 8, given in e: 0.12, -0.36, 0.75, -0.28, -0.22, -0.17, -0.23, -0.07

---

Here is the molecule C14H25N3O4 at a distorted geometry from OMol25. Energies are from ωB97M-V/def2-TZVPD.

Structure (XYZ):
```
46
C14H25N3O4 (ωB97M-V/def2-TZVPD)
O -2.278 0.384 -0.622
O 1.644 1.651 -0.281
O -0.666 -4.402 -0.103
O 0.584 3.046 -1.747
C -1.406 -0.390 -0.255
C 0.867 1.836 -1.213
C -0.352 -3.236 0.153
N 0.661 -2.605 -0.577
N -0.154 -0.400 -0.881
N -1.855 -1.309 0.687
C 1.495 -3.368 -1.523
C 0.175 0.644 -1.869
C 0.950 -1.195 -0.336
C 0.423 5.368 -1.911
C 1.073 4.390 0.318
C 2.657 4.316 -1.628
C -2.850 -2.469 3.086
C -1.403 -4.504 2.886
C 1.175 4.250 -1.213
C -2.103 -3.323 2.068
C -1.102 -2.442 1.240
H -2.843 -1.184 0.926
H 0.900 -3.645 -2.379
H 1.868 -4.253 -1.032
H 2.351 -2.773 -1.866
H 0.854 0.172 -2.550
H -0.683 1.016 -2.455
H 1.936 -0.880 -0.776
H 1.070 -1.029 0.726
H 0.787 6.372 -1.652
H 0.580 5.272 -2.995
H -0.632 5.302 -1.750
H 1.163 5.421 0.624
H 1.868 3.898 0.869
H 0.117 4.010 0.695
H 3.159 5.219 -1.240
H 2.794 4.397 -2.703
H 3.210 3.451 -1.298
H -3.482 -1.710 2.592
H -2.093 -2.016 3.729
H -3.537 -3.079 3.701
H -0.713 -4.122 3.594
H -0.849 -5.222 2.248
H -2.186 -5.052 3.390
H -2.842 -3.786 1.391
H -0.329 -2.022 1.932
```

Energy above the lowest of the compared OMol25 structures with the same formula, charge and spin in kJ/mol: 0.00
SMILES string: CC(C)[C@@H]1NC(=O)N(CC(=O)OC(C)(C)C)CN(C)C1=O
Orbital gap in Ha: 0.3619
HOMO in eV: -9.2
F_max in eV/A: 2.30

Here are the Löwdin charges for atoms 1 to 8, given in e: 0.04, 0.09, 0.06, 0.04, -0.47, -0.40, -0.35, -0.07

---

Here is the ion C4H6N3 with charge +1 at a distorted geometry from OMol25. Energies are from ωB97M-V/def2-TZVPD.

Structure (XYZ):
```
13
C4H6N3 (ωB97M-V/def2-TZVPD)
C 1.006 -0.434 -0.840
C -0.321 -1.576 -2.379
C -0.218 0.557 -0.297
C -0.540 0.445 1.137
N -1.320 -0.762 -1.995
N -1.244 -0.103 -0.993
N 0.812 -1.259 -1.725
H 2.050 -0.168 -0.396
H -0.454 -2.358 -3.172
H 0.117 1.611 -0.720
H -0.804 1.343 1.582
H 0.275 0.088 1.617
H -1.282 -0.266 1.221
```

Energy above the lowest of the compared OMol25 structures with the same formula, charge and spin in kJ/mol: 523.26
Net charge: +1
SMILES string: C[C@H]1C=[N+]=CN=N1
Orbital gap (alpha / beta) in Ha: 0.2686 / 0.2599
HOMO (alpha / beta) in eV: -14.6 / -14.5
F_max in eV/A: 3.38

Here are the Löwdin charges for atoms 1 to 8, given in e: 0.03, -0.05, -0.22, -0.01, 0.17, 0.14, 0.13, 0.20